Entry 1:
16
Properties=species:S:1:pos:R:3:forces:R:3 method="wB97M-V/def2-TZVPD" orbital_gap_ev=11.00 e_homo_ev=-10.02
C 0.636144 1.771189 0.790759 0.0 0.0 0.0
C 0.241262 0.316811 0.555698 0.2 0.0 0.0
O -1.083332 0.077847 1.047142 -0.2 0.2 -0.1
C 0.366693 -0.104811 -0.910213 0.0 0.1 0.0
C -0.106487 -1.531921 -1.192257 0.4 0.0 -0.1
O -1.480763 -1.723342 -0.941522 -0.2 0.0 0.3
H 0.518114 2.029551 1.847945 0.0 -0.1 -0.2
H 1.677925 1.950644 0.501530 -0.2 -0.1 0.0
H 0.002141 2.447824 0.202844 0.1 -0.1 0.1
H 0.873377 -0.328443 1.179039 -0.1 0.0 -0.1
H -1.692634 0.529640 0.445477 0.0 0.0 0.2
H 1.414127 -0.010945 -1.218408 0.0 0.0 0.1
H -0.202691 0.596604 -1.536484 0.0 -0.1 0.1
H 0.496576 -2.240864 -0.602887 0.0 0.1 -0.1
H 0.051750 -1.769891 -2.249205 0.0 0.0 0.1
H -1.601726 -1.487276 -0.007050 -0.1 -0.1 -0.3

Entry 2:
16
Properties=species:S:1:pos:R:3:forces:R:3 method="wB97M-V/def2-TZVPD" orbital_gap_ev=10.94 e_homo_ev=-9.91
C -2.125453 1.166649 -0.063938 -0.1 0.2 0.0
O -1.555143 -0.130207 -0.081331 0.1 -0.1 -0.1
C -0.317537 -0.259029 -0.790543 0.1 0.0 -0.1
C 0.759020 -0.729334 0.213940 0.1 -0.1 -0.3
C 2.202200 -0.444531 -0.187089 0.0 0.0 0.0
O 0.505585 -0.047079 1.422084 -0.1 0.0 0.2
H -1.378486 1.934482 0.182768 -0.1 -0.2 0.0
H -2.596048 1.415909 -1.024757 0.1 -0.1 0.1
H -2.901516 1.173883 0.709711 0.2 -0.1 -0.2
H -0.025100 0.704839 -1.228889 -0.1 -0.1 0.1
H -0.472372 -0.981949 -1.599209 0.1 0.1 0.1
H 0.654528 -1.819587 0.359176 -0.1 0.2 0.0
H 2.850504 -0.698423 0.658422 -0.1 0.0 -0.1
H 2.354460 0.616609 -0.411865 -0.1 -0.1 0.0
H 2.531228 -1.040015 -1.045666 -0.2 0.1 0.1
H -0.466340 -0.063260 1.476097 0.3 0.1 0.3

Entry 3:
16
Properties=species:S:1:pos:R:3:forces:R:3 method="wB97M-V/def2-TZVPD" orbital_gap_ev=11.02 e_homo_ev=-10.19
O 2.133261 1.621273 0.893626 0.1 0.1 0.0
C 0.900204 0.985497 1.160696 -0.7 -0.1 0.2
C 0.166888 0.619913 -0.123823 0.7 0.2 -0.1
C -1.229505 0.035236 0.054410 0.2 -0.5 0.0
C -1.354721 -1.453359 -0.288916 -0.4 -0.2 0.2
O -0.650346 -1.813724 -1.460522 -0.1 0.0 -0.7
H 2.341119 1.494205 -0.037914 0.0 0.0 0.1
H 1.054103 0.112584 1.807710 0.1 -0.1 -0.2
H 0.268181 1.671741 1.739201 0.2 0.1 0.0
H 0.826930 -0.043077 -0.698053 -0.3 -0.1 0.0
H 0.116488 1.545305 -0.697218 -0.1 0.1 -0.1
H -1.949173 0.566048 -0.556737 -0.1 0.3 -0.1
H -1.527566 0.174586 1.087999 -0.3 0.0 0.3
H -2.416718 -1.718469 -0.392772 0.1 0.2 0.0
H -0.991897 -2.117986 0.495635 0.3 0.2 0.1
H -1.206382 -1.641431 -2.235751 0.3 0.0 0.4

| no. | LUMO level (eV) | calculated total energy (Eh) |
| --- | --- | --- |
| 1 | 0.98 | -308.87592 |
| 2 | 1.02 | -308.85516 |
| 3 | 0.83 | -308.85861 |